# 1
Below is a molecular structure, C40H44IrN2OSSb at a distorted geometry, with properties calculated with wB97M-V/def2-TZVPD.

Computed properties:
HOMO level (spin up / spin down): -0.5037 / -0.5006 Ha
molar mass: 914.8 g/mol
LUMO level (spin up / spin down): -8.28 / -8.06 eV
net charge: +2

Geometry (Å):
Ir1 -0.07527 0.48980 0.54592
C1 -0.69501 -2.47475 4.02708
C2 -0.00241 -1.11701 3.94935
C3 0.92228 -0.92719 5.16275
C4 0.81080 -0.92282 2.69430
C5 1.23278 0.38479 2.35372
C6 2.11413 0.59085 1.26122
C7 2.61455 -0.50341 0.51358
C8 3.62070 -0.27647 -0.56200
C9 2.14868 -1.77413 0.84110
C10 1.26763 -1.98006 1.90219
H1 -1.37782 -2.48921 4.87275
H2 0.02789 -3.27319 4.17884
H3 -1.26895 -2.67809 3.11903
H4 -0.76741 -0.33041 3.98424
H5 1.73591 -1.64786 5.13689
H6 0.35866 -1.07735 6.07952
H7 1.34763 0.07223 5.18597
H8 1.02878 1.20569 3.03447
H9 2.58854 1.55810 1.14076
H10 3.18816 0.30886 -1.37327
H11 3.98416 -1.21363 -0.97159
H12 4.46853 0.28609 -0.17409
H13 2.51337 -2.63209 0.29593
H14 0.98334 -2.99358 2.13925
C11 1.47703 4.32116 -3.51826
C12 1.19218 4.29502 -2.02052
N1 -0.20856 4.10237 -1.72114
C13 -1.05505 5.28372 -1.73837
C14 -1.13759 5.95848 -0.37330
C15 -0.72333 2.93881 -1.37886
S1 0.24451 1.48040 -1.61182
N2 -1.99373 2.88134 -1.06180
C16 -2.63794 2.14553 -0.19042
O1 -2.07197 1.42798 0.69701
C17 -4.09506 2.28141 -0.18698
C18 -4.74665 3.04993 -1.15496
C19 -6.10274 3.27914 -1.05020
C20 -6.82092 2.72241 -0.00045
C21 -6.18948 1.90697 0.92884
C22 -4.83132 1.69003 0.84279
H15 2.53778 4.49550 -3.66672
H16 0.92252 5.11246 -4.01634
H17 1.21329 3.37253 -3.97642
H18 1.48732 5.24800 -1.57467
H19 1.76952 3.49606 -1.54799
H20 -2.05279 4.98592 -2.06437
H21 -0.63489 5.97802 -2.46494
H22 -1.55050 5.28371 0.37170
H23 -1.78900 6.82328 -0.44914
H24 -0.15923 6.29977 -0.04304
H25 -4.18505 3.47051 -1.97342
H26 -6.60223 3.89663 -1.78058
H27 -7.87305 2.93459 0.09246
H28 -6.75577 1.45905 1.73089
H29 -4.31341 1.09787 1.58482
C23 -5.43442 -4.47619 2.55854
C24 -5.06648 -4.64585 1.23430
C25 -4.20319 -3.74868 0.62984
C26 -3.70071 -2.69098 1.36894
C27 -4.07524 -2.49627 2.68587
C28 -4.95212 -3.39541 3.27834
Sb1 -2.25306 -1.46845 0.32241
C29 -1.15369 -3.08562 -0.60483
C30 -1.07224 -4.30611 0.04313
C31 -0.54910 -5.39472 -0.63534
C32 -0.09229 -5.25389 -1.93617
C33 -0.13865 -4.01686 -2.55838
C34 -0.65255 -2.92216 -1.88368
C35 -3.48146 -0.72570 -1.28440
C36 -4.86526 -0.79381 -1.19830
C37 -5.63753 -0.26087 -2.21746
C38 -5.03959 0.33492 -3.31692
C39 -3.65842 0.42061 -3.38559
C40 -2.88195 -0.10169 -2.36685
H30 -6.09592 -5.18967 3.02656
H31 -5.44179 -5.48368 0.66623
H32 -3.92087 -3.87825 -0.40620
H33 -3.68833 -1.66007 3.25737
H34 -5.24599 -3.25444 4.30625
H35 -1.44170 -4.42549 1.05350
H36 -0.50476 -6.35455 -0.14524
H37 0.31615 -6.10400 -2.45987
H38 0.21395 -3.89903 -3.57105
H39 -0.68216 -1.95573 -2.36934
H40 -5.34761 -1.25564 -0.34425
H41 -6.71230 -0.29797 -2.14398
H42 -5.64175 0.74335 -4.11618
H43 -3.17721 0.89807 -4.22453
H44 -1.80171 -0.01676 -2.42134



# 2
Below is a molecular structure, C21H27BrClGdN12O13S at a distorted geometry, with properties calculated with wB97M-V/def2-TZVPD.

Computed properties:
HOMO level (spin up / spin down): -0.1190 / -0.1201 Ha
molar mass: 960.2 g/mol
LUMO level (spin up / spin down): 3.21 / 3.37 eV
net charge: -2
2S+1: 8

Geometry (Å):
Gd1 15.17517 11.96643 11.69932
C1 12.85185 11.18743 15.99252
C2 13.69605 11.64816 14.88718
N1 14.21420 10.90375 13.98835
O1 14.07785 9.52368 14.35574
C3 13.94297 13.07310 14.65306
C4 13.48540 14.25845 15.52925
N2 14.50888 13.32901 13.51080
O2 14.57662 14.43113 12.93862
H1 11.97752 11.82550 16.16110
H2 13.36498 11.14656 16.96358
H3 12.44003 10.14999 15.77045
H4 14.27034 9.13083 13.48972
H5 12.92062 13.91929 16.41732
H6 12.89038 14.91385 14.93804
H7 14.32876 14.88804 15.84069
N3 17.00861 6.68530 8.71117
C5 16.72759 7.74966 9.55812
N4 17.59111 8.79895 9.53387
N5 15.61824 7.61145 10.23344
C6 15.20782 8.57237 10.98159
N6 14.82960 9.42608 11.68832
H8 17.31627 7.11522 7.87332
H9 16.18476 6.10527 8.67994
H10 18.44112 8.63202 9.02771
H11 17.42284 9.74399 9.87679
S1 14.75811 10.20503 8.48906
C7 14.06671 11.16985 7.31337
N7 14.36482 11.12072 5.98030
C8 13.48175 11.69307 4.99263
C9 13.10040 13.08999 5.41944
C10 12.33490 12.93917 6.71096
N8 13.07564 12.03328 7.64608
H12 14.99314 10.35670 5.81556
H13 12.55236 11.11225 4.91503
H14 14.02633 11.64333 4.06097
H15 12.49160 13.51233 4.61306
H16 13.96064 13.74647 5.47919
H17 11.32543 12.53486 6.66513
H18 12.28296 13.91104 7.26847
H19 12.91510 12.22763 8.64582
C11 8.03021 9.94528 10.73158
N9 9.35776 10.64006 10.82479
C12 10.25755 10.02594 11.65944
C13 11.50487 10.56207 11.74757
C14 11.76372 11.74089 10.90978
O3 12.92474 12.37428 10.93018
N10 10.87145 12.20468 10.04414
C15 9.67211 11.64129 9.91820
O4 8.80572 12.04145 9.14586
H20 7.78918 9.53176 11.72001
H21 8.09439 9.09427 10.02532
H22 7.24489 10.60671 10.37506
H23 9.93510 9.08046 12.09708
H24 12.29834 10.12328 12.32173
O5 11.11494 7.05594 15.25110
Cl1 10.88752 6.60795 13.85297
O6 9.53743 7.07163 13.42963
O7 10.83787 5.15059 13.79239
O8 11.90223 7.10332 12.91197
O9 17.80206 13.23784 8.61247
N11 16.68331 13.59496 8.92118
O10 16.09823 14.45427 8.30419
O11 16.08047 12.99444 9.85407
Br1 22.40528 14.47855 13.97961
C16 21.53785 13.12441 12.96841
C17 22.38147 12.20012 12.35233
N12 21.85548 11.16517 11.67784
C18 20.53185 11.03378 11.68426
C19 19.63465 11.90900 12.31025
C20 20.17946 13.01453 12.92610
C21 18.10330 11.76958 12.21988
O12 17.38309 12.38593 13.04334
O13 17.59709 10.95475 11.34878
H25 23.48086 12.24306 12.43135
H26 20.20491 10.17668 11.10266
H27 19.54402 13.72086 13.42818